[1]
Molecular formula: C20H41B3O14S4
Method: DFT, ωB97M-V/def2-TZVPD

Calculated values
* net charge: 0
* HOMO: -10.01 eV

Cartesian coordinates (Å):
C  3.108767  -0.169937  1.026432
C  3.366962  0.726639  -0.160219
O  3.666058  0.307801  -1.204302
O  3.186606  2.064472  0.069939
C  1.897702  2.476378  -0.457365
C  0.938279  2.910028  0.669119
B  -0.459843  2.199881  0.516411
O  -1.359598  2.521550  -0.499774
B  -1.398786  1.378522  -1.297063
O  -1.868914  0.223493  -0.688896
B  -1.593480  0.187423  0.667345
O  -2.061658  -0.884223  1.366989
O  -0.877730  1.161454  1.344653
H  3.822933  -0.980538  1.076126
H  3.206207  0.409811  1.943571
H  2.090289  -0.535274  0.912701
H  2.019612  3.290190  -1.166958
H  1.513329  1.620636  -1.018486
H  0.766492  3.985774  0.618959
H  1.346475  2.691756  1.654370
H  -0.990556  1.347148  -2.402897
H  -1.607602  -0.851037  2.229324
C  5.428284  2.838639  -3.878103
C  6.083213  3.877833  -4.798542
C  5.401237  5.225270  -4.528838
S  4.833234  5.163690  -2.825826
O  3.390741  5.197234  -2.822369
O  5.616604  6.070567  -2.025980
C  5.361334  3.486681  -2.499733
H  5.991645  1.907101  -3.852741
H  4.420143  2.613256  -4.233148
H  7.147764  3.950837  -4.564980
H  5.997423  3.598776  -5.848292
H  6.087418  6.060740  -4.644436
H  4.530424  5.369677  -5.165963
H  4.654808  3.002269  -1.827475
H  6.347016  3.535504  -2.037124
C  -0.508792  -4.470209  0.105700
C  -0.056726  -5.816905  0.690630
C  1.359195  -5.620813  1.252564
S  1.469240  -3.889860  1.718496
O  2.435662  -3.238733  0.873103
O  1.523167  -3.782200  3.156069
C  -0.155697  -3.424410  1.155596
H  -1.573681  -4.462100  -0.121937
H  0.035957  -4.268975  -0.819633
H  -0.734749  -6.110853  1.494972
H  -0.075268  -6.608457  -0.057672
H  1.541801  -6.237418  2.129296
H  2.121067  -5.814017  0.499359
H  -0.128997  -2.411128  0.767341
H  -0.829465  -3.479812  2.010103
C  -6.622447  -0.118327  -3.861973
C  -5.739111  -1.363197  -4.012889
C  -4.523849  -0.963879  -4.858888
S  -4.266416  0.789893  -4.569622
O  -4.505969  1.500388  -5.798736
O  -3.056282  0.976831  -3.810131
C  -5.676377  1.019739  -3.493320
H  -7.392674  -0.257866  -3.104446
H  -7.117753  0.100840  -4.810733
H  -5.407830  -1.695490  -3.026656
H  -6.281064  -2.189678  -4.471309
H  -3.627824  -1.506538  -4.567441
H  -4.711101  -1.101442  -5.922372
H  -6.101861  2.007479  -3.655196
H  -5.326362  0.924965  -2.465221
C  -1.585821  -2.027615  7.424700
C  -2.849438  -1.185283  7.205641
C  -2.429555  0.086147  6.457701
S  -0.973337  -0.354039  5.504933
O  0.150974  0.385434  6.011082
O  -1.304360  -0.357797  4.100291
C  -0.857115  -2.040891  6.084779
H  -1.824626  -3.036564  7.758187
H  -0.957501  -1.560170  8.186248
H  -3.562327  -1.749985  6.600786
H  -3.340731  -0.941413  8.146732
H  -3.205090  0.436876  5.780879
H  -2.148805  0.883059  7.143796
H  0.188761  -2.329564  6.160526
H  -1.369634  -2.676029  5.362255

Atomic forces in eV per Å
C 0.3897 0.9986 0.4102
C -0.2613 0.0758 2.8473
O 0.8654 -0.8514 -3.1424
O -0.6002 0.4075 -0.0543
C -0.1065 0.0418 0.2030
C -0.6316 0.0188 0.1446
B -0.4165 0.5840 0.9492
O 1.2824 -0.3579 -0.7422
B -1.0368 -0.0478 -0.1960
O 0.8262 0.5377 -0.0004
B -1.1490 -0.8054 0.6197
O 0.6962 0.1027 0.1484
O 0.7579 0.0305 -0.9303
H -0.1650 -0.3117 -0.3139
H -0.2819 -0.0329 0.0424
H 0.0030 -0.2209 0.1798
H 0.2882 0.0126 -0.0529
H -0.1406 0.0794 -0.1383
H 0.1649 0.0932 -0.0093
H 0.2141 -0.1010 -0.0672
H -0.0647 0.1221 -0.1074
H -0.5437 -0.0630 0.1802
C -0.0237 0.0958 -0.0922
C 0.0117 -0.0630 0.0460
C 0.1906 -0.1121 -0.3890
S 0.2661 -0.3175 0.0532
O 0.0017 0.1740 0.1208
O -0.2532 0.1760 0.0525
C -0.0048 -0.3436 -0.0904
H -0.0341 -0.0048 0.0195
H 0.0027 -0.0320 0.0506
H -0.0169 0.0071 0.0171
H 0.0043 0.0250 0.0055
H -0.1107 0.0888 0.1042
H -0.0613 0.0212 0.1107
H -0.0136 0.1239 0.0585
H -0.0229 0.0757 0.0228
C 0.1013 -0.1278 -0.0181
C -0.0310 0.0735 -0.0111
C -0.1866 -0.3869 -0.1487
S -0.3734 -0.0898 0.0680
O 0.2264 -0.0245 0.1368
O 0.2402 0.1164 -0.0067
C -0.2690 -0.0841 -0.1872
H 0.0120 0.0294 0.0065
H -0.0192 0.0414 0.0120
H 0.0112 0.0238 0.0019
H 0.0188 -0.0032 0.0229
H 0.1166 0.1093 0.0359
H 0.0421 0.1219 0.0293
H 0.0716 0.0193 0.0799
H 0.0224 0.0501 0.0127
C 0.0363 -0.0554 -0.0825
C -0.0268 0.0173 0.0613
C -0.1591 -0.4122 0.0351
S -0.1111 -0.1013 0.2255
O 0.1505 0.0601 -0.0084
O 0.0162 0.1585 -0.2152
C -0.3475 -0.0653 0.1299
H 0.0035 0.0132 -0.0096
H -0.0035 0.0359 0.0236
H 0.0081 0.0282 -0.0075
H 0.0216 0.0041 -0.0026
H 0.0870 0.1356 -0.0646
H 0.0367 0.1272 -0.0109
H 0.1514 0.0460 -0.0574
H 0.0680 0.0164 -0.0310
C -0.0445 0.1225 0.0181
C 0.0204 -0.0822 -0.0066
C -0.3894 -0.0302 0.2022
S -0.0351 -0.3150 0.2165
O 0.0169 0.1152 -0.2118
O 0.1421 0.1158 -0.1337
C -0.0259 -0.2720 0.2407
H 0.0193 0.0069 -0.0049
H 0.0263 -0.0314 -0.0196
H 0.0208 0.0068 -0.0071
H -0.0024 0.0174 -0.0218
H 0.1243 0.0830 -0.0777
H 0.1221 0.0062 -0.0762
H 0.0321 0.1096 -0.1528
H 0.0317 0.0432 -0.0449


[2]
Molecular formula: C3H6N2O2
Method: DFT, ωB97M-V/def2-TZVPD

Calculated values
* net charge: 0
* HOMO: -9.66 eV
* energy above the lowest of the compared OMol25 structures with the same formula, charge and spin: 276.3 kJ/mol

Cartesian coordinates (Å):
C  0.010773  1.059496  0.802216
C  0.192253  0.335669  -1.009505
C  -0.812770  -1.326422  0.817311
N  0.480230  1.548283  -0.356904
N  -0.421288  -0.093793  0.214367
O  -0.084040  1.377566  1.939591
O  1.240179  -0.435021  -1.410287
H  -0.431922  0.356024  -2.192983
H  -1.890134  -1.496700  0.667980
H  -0.213683  -2.138325  0.359199
H  -0.363043  -1.236272  1.775106
H  0.294953  2.468802  -0.723420
H  1.998493  -0.419308  -0.882671

Atomic forces in eV per Å
C -2.0463 -1.3684 1.8069
C -2.1580 -1.4158 -4.5769
C 1.0622 -0.5216 -1.7278
N 2.1650 2.9509 -1.8086
N -0.7315 -0.3500 -0.8136
O 0.3602 1.2591 1.4202
O -0.6937 -0.9168 -2.3144
H 1.1192 0.3184 3.9945
H 0.4656 -0.1373 0.7449
H -0.5677 0.1468 -0.0851
H -0.7568 -0.2901 1.5209
H 0.1248 -0.0458 0.0754
H 1.6571 0.3706 1.7636


[3]
Molecular formula: CHClNO2S
Method: DFT, ωB97M-V/def2-TZVPD

Calculated values
* net charge: -1
* HOMO (spin up / spin down): -4.87 / -4.91 eV
* energy above the lowest of the compared OMol25 structures with the same formula, charge and spin: 56.2 kJ/mol

Cartesian coordinates (Å):
C  0.227257  -0.933671  -0.026317
N  0.930198  0.224125  -0.337273
O  -1.075444  -0.785713  -0.063444
O  0.691539  -2.037011  0.111718
S  1.925843  1.266084  0.136050
Cl  -1.441583  2.024881  0.114803
H  -1.257812  0.241305  0.064464

Atomic forces in eV per Å
C -1.3514 -0.5415 0.1789
N 0.4312 -0.5523 -0.9352
O -0.0240 1.2764 0.4768
O 1.5301 -0.1705 0.0059
S 0.0805 -0.0348 0.5418
Cl -0.2901 0.5063 0.1490
H -0.3762 -0.4836 -0.4173


[4]
Molecular formula: C18H19BClN2O8PdSe2
Method: DFT, ωB97M-V/def2-TZVPD

Calculated values
* net charge: -1
* HOMO: -4.26 eV
* energy above the lowest of the compared OMol25 structures with the same formula, charge and spin: 0.0 kJ/mol

Cartesian coordinates (Å):
Pd  -0.245278  -0.869069  -0.907955
C  0.770944  -4.767523  1.077991
Se  -0.498476  -3.414556  0.491697
C  -0.871060  -4.186468  -1.262741
C  0.236514  -3.935207  -2.271834
Se  0.339702  -2.069046  -2.871477
C  -1.234720  -2.151935  -4.009064
H  0.299165  -5.748404  1.093687
H  1.075016  -4.492463  2.085384
H  1.652272  -4.779501  0.439785
H  -1.802051  -3.724020  -1.589693
H  -1.051233  -5.256687  -1.138533
H  0.102380  -4.546753  -3.167331
H  1.215557  -4.169283  -1.853313
H  -1.038266  -2.833553  -4.835101
H  -1.398054  -1.140652  -4.367722
H  -2.099897  -2.465637  -3.432333
O  0.816997  -0.859204  2.065623
C  -0.057242  -0.010779  1.902978
O  -0.724086  0.275434  0.866877
C  -0.386301  0.881806  3.107850
C  -1.359703  1.867054  3.028510
C  -1.620484  2.648247  4.141370
C  -0.949251  2.494105  5.338348
C  0.013810  1.504187  5.380615
C  0.307910  0.698680  4.295232
N  0.751188  1.307364  6.645339
O  1.590127  0.425139  6.681909
O  0.466869  2.033152  7.585727
N  -2.658961  3.695391  4.059144
O  -3.246163  3.828873  3.001586
O  -2.857231  4.374156  5.055432
H  -1.897608  2.011866  2.102952
H  -1.165899  3.112937  6.193273
H  1.063558  -0.071886  4.345033
O  -0.156171  0.830780  -3.415835
B  -0.542504  0.954237  -1.997088
O  0.442006  1.851243  -1.394903
C  1.432354  1.992160  -2.303428
C  2.643281  2.630381  -2.155055
C  3.506039  2.651229  -3.256916
C  3.154171  2.047913  -4.453855
C  1.922200  1.398666  -4.597687
C  1.076382  1.386106  -3.512108
H  2.910945  3.091388  -1.213358
H  4.466623  3.143652  -3.168357
H  3.842412  2.074025  -5.289698
H  1.637073  0.918571  -5.525364
Cl  -3.254868  0.282571  -2.532729
C  -2.064939  1.367499  -1.712912
H  -2.291627  1.344554  -0.651776
H  -2.263425  2.369261  -2.098178

Atomic forces in eV per Å
Pd 0.0293 0.1009 0.1863
C 0.0872 0.0341 -0.0537
Se -0.1979 0.0623 -0.1258
C 0.0429 -0.0563 0.0788
C 0.0058 0.0463 -0.0701
Se -0.0208 -0.1003 0.0335
C 0.0235 -0.0050 0.0117
H -0.0025 0.0050 0.0016
H -0.0103 0.0259 -0.0046
H -0.0031 -0.0078 0.0006
H -0.0219 -0.0295 0.0278
H 0.0130 -0.0004 0.0014
H -0.0055 0.0121 -0.0104
H 0.0022 0.0026 -0.0003
H -0.0014 0.0015 -0.0032
H 0.0054 0.0152 -0.0070
H -0.0075 0.0020 -0.0135
O 0.0103 -0.1354 -0.0022
C 0.0798 0.3723 0.1782
O -0.0328 -0.2493 -0.1346
C -0.0280 -0.0943 -0.0231
C -0.0378 0.0182 -0.0535
C -0.0397 0.0097 0.0135
C 0.0067 -0.0089 -0.0005
C 0.0427 0.0234 0.0538
C 0.0067 -0.0290 -0.0066
N 0.0360 -0.0910 0.1993
O -0.2374 0.3104 0.0148
O 0.1371 -0.2192 -0.2738
N -0.0682 0.2179 -0.0537
O 0.1336 -0.0362 0.3664
O 0.0006 -0.2048 -0.3091
H 0.0133 0.0001 0.0078
H 0.0015 0.0000 0.0023
H -0.0006 0.0104 0.0065
O 0.0271 0.0182 -0.0074
B 0.0199 0.0100 -0.0663
O 0.0935 0.0552 -0.0341
C -0.0849 -0.0033 0.0182
C 0.0030 0.0025 0.0072
C -0.0020 0.0001 -0.0010
C -0.0005 0.0053 0.0052
C -0.0129 -0.0135 -0.0061
C -0.0221 -0.0422 0.0011
H -0.0042 -0.0029 -0.0018
H -0.0031 -0.0024 -0.0005
H -0.0048 -0.0004 0.0014
H 0.0017 0.0041 0.0043
Cl -0.0453 -0.0017 0.0244
C 0.1182 -0.0006 0.0009
H -0.0446 -0.0262 0.0259
H -0.0012 -0.0053 -0.0102


[5]
Molecular formula: C2H8ClCuN4O2
Method: DFT, ωB97M-V/def2-TZVPD

Calculated values
* multiplicity: 2
* ⟨S²⟩: 0.755
* net charge: +1
* HOMO (spin up / spin down): -12.46 / -13.44 eV
* energy above the lowest of the compared OMol25 structures with the same formula, charge and spin: 1555.1 kJ/mol

Cartesian coordinates (Å):
Cu  1.112070  -3.291809  -1.095778
Cl  0.338620  -1.914639  -0.087678
C  1.080850  0.730991  1.563852
O  0.580620  0.515571  2.629902
N  2.139620  1.456951  1.361772
N  0.481580  0.412121  0.411392
H  2.441590  1.913921  2.210352
H  2.400760  1.866881  0.476412
H  0.001030  -0.475639  0.443892
H  0.991880  0.553571  -0.448658
C  -1.800360  0.212661  -1.094468
O  -2.682790  0.987081  -1.446258
N  -1.995690  -1.023149  -1.180448
N  -0.577500  0.327751  -0.627958
H  -1.283160  -1.666709  -0.867038
H  -2.906340  -1.253379  -1.551668
H  -0.174620  1.200161  -0.317038
H  -0.148160  -0.552339  -0.380578

Atomic forces in eV per Å
Cu 2.2308 -4.0336 -2.9576
Cl 0.9517 -4.2482 3.7952
C -0.3035 1.4453 3.1536
O -0.4981 -0.9866 0.9028
N 3.0054 2.0572 0.3751
N 12.7306 1.5746 11.6809
H 0.4880 0.1611 -0.2093
H 0.0572 -0.0939 0.2638
H 2.8810 0.6329 9.0567
H 2.8654 -0.7238 1.2930
C -5.6674 3.7474 -1.4382
O 1.6169 1.2376 0.6432
N -2.7110 -6.5397 -1.1734
N -9.8481 4.9927 -12.0170
H -1.8410 -0.4495 -0.8396
H 0.2236 -0.6438 0.0544
H -3.1463 3.1849 -2.6114
H -3.0354 -1.3146 -9.9723


[6]
Molecular formula: C8H10BrIN3S
Method: DFT, ωB97M-V/def2-TZVPD

Calculated values
* net charge: +1
* SMILES: CS[C@H]1c2ncc(I)n2C=C(Br)[N@@H+]1C
* HOMO (spin up / spin down): -11.89 / -12.17 eV
* energy above the lowest of the compared OMol25 structures with the same formula, charge and spin: 173.0 kJ/mol

Cartesian coordinates (Å):
C  -1.678071  0.560896  2.769677
S  0.043816  0.428881  2.231013
C  -0.237180  -0.573646  0.678282
C  -0.642333  0.333067  -0.411521
N  -1.850342  0.761204  -0.616216
C  -1.777378  1.720902  -1.582357
C  -0.477350  1.915952  -1.954778
I  0.365074  3.181552  -3.370307
N  0.283031  1.016449  -1.210000
C  1.584559  0.793721  -1.204787
C  2.090696  -0.303068  0.183298
Br  3.837704  -0.953159  0.154976
N  1.038789  -1.282025  0.412239
C  0.895908  -2.313884  -0.643955
H  -2.280912  0.975393  1.963673
H  -1.675118  1.232550  3.623128
H  -2.041313  -0.417010  3.072940
H  -1.037898  -1.286559  0.887417
H  -2.658562  2.212519  -1.939361
H  2.325968  1.452020  -1.614507
H  1.302127  -1.753966  1.289688
H  0.695888  -1.832536  -1.599385
H  1.818637  -2.886517  -0.723429
H  0.074260  -2.982734  -0.395729

Atomic forces in eV per Å
C 0.1228 -0.2075 -0.2781
S 0.1365 -0.2594 -0.3270
C -0.4501 0.8468 1.2387
C -0.3620 0.1267 -0.4386
N 0.2689 -1.0258 0.6287
C 0.9214 0.4258 -0.3825
C -0.3882 0.7511 -0.6765
I -0.2061 -0.3327 0.3712
N -1.0181 0.1545 -0.0647
C 2.3677 -4.3136 5.4986
C -0.9094 4.2222 -5.0340
Br -0.2535 -0.0261 0.0437
N 0.0614 -0.4710 0.1939
C -0.0439 -0.6924 -0.6591
H -0.0544 0.0286 0.0966
H 0.0139 0.0464 0.0111
H -0.1277 0.0100 0.0451
H 0.2010 -0.0450 -0.1482
H -0.1178 0.1634 -0.1569
H 0.0412 0.2403 -0.2828
H -0.1918 0.0624 -0.0228
H 0.0002 0.1176 0.1226
H -0.0105 0.1391 0.1027
H -0.0012 0.0386 0.1184


[7]
Molecular formula: C3H2O2S2
Method: DFT, ωB97M-V/def2-TZVPD

Calculated values
* net charge: 0
* SMILES: O=C=S(=O)=CC=S
* HOMO (spin up / spin down): -8.92 / -8.92 eV
* energy above the lowest of the compared OMol25 structures with the same formula, charge and spin: 317.8 kJ/mol

Cartesian coordinates (Å):
O  -2.877057  -0.532442  0.534479
C  -1.758926  -0.284443  0.603329
S  -0.714323  0.932223  -0.510077
O  -0.887477  2.296045  -0.050246
C  0.908900  0.453460  -0.152624
C  1.256405  -0.863312  -0.147822
S  0.160133  -2.124381  -0.315398
H  1.621644  1.248641  -0.004203
H  2.290703  -1.125792  0.042558

Atomic forces in eV per Å
O 1.3298 0.3495 0.4430
C -1.7834 -2.0739 0.1477
S 2.5093 0.2790 -0.3783
O -0.3237 0.6915 -0.0697
C -0.8248 0.2868 -0.6372
C -0.3021 -0.6323 -0.0282
S -0.5569 0.7073 0.2455
H -0.1694 0.2819 0.2011
H 0.1211 0.1101 0.0760


| no. | total energy (eV) |
| --- | --- |
| 1 | -95447.1053 |
| 2 | -10281.9335 |
| 3 | -29997.0697 |
| 4 | -185705.9142 |
| 5 | -69398.3718 |
| 6 | -101896.0337 |
| 7 | -28905.2891 |